Density functional theory data (ωB97M-V/def2-TZVPD) for C17H30AlAs3Cl3O as an isolated structure at a distorted geometry.

```
55
Properties=species:S:1:pos:R:3:mulliken_charge:R:1
Al -0.74 -0.89 2.41 0.76
Cl -3.52 3.79 6.73 -0.18
C -3.09 2.64 5.54 0.44
C -1.81 2.08 5.54 -0.90
C -1.61 1.08 4.57 0.62
Cl -0.02 0.18 4.44 -0.15
C -2.50 0.80 3.51 0.04
O -2.22 0.09 2.42 -0.60
C -3.68 1.63 3.42 0.39
Cl -4.61 1.67 1.96 -0.18
C -4.02 2.43 4.50 -0.64
H -1.13 2.24 6.34 0.45
H -5.03 2.84 4.51 0.39
C -3.31 -1.11 -0.62 -0.77
As -1.57 -1.90 -0.10 0.67
C -1.71 -3.88 -0.46 -1.19
C -0.20 -1.68 -1.56 -2.40
C 0.63 -0.41 -1.73 3.24
C -0.32 0.82 -1.67 -2.13
C 1.74 -0.37 -0.65 -1.98
As 1.18 0.10 1.17 0.71
C 1.37 2.08 1.19 -1.26
C 3.00 -0.08 2.00 -1.23
C 1.16 -0.50 -3.14 -1.73
As 3.12 -0.33 -3.38 0.35
C 3.25 -1.46 -5.04 -1.20
C 3.40 1.49 -4.18 -1.05
H -3.34 -0.76 -1.66 0.35
H -3.50 -0.32 0.08 0.01
H -4.11 -1.88 -0.49 0.41
H -1.52 -4.11 -1.53 0.35
H -2.60 -4.34 -0.09 0.42
H -0.82 -4.36 0.01 0.33
H -0.87 -1.84 -2.46 0.74
H 0.45 -2.53 -1.41 0.54
H -0.73 1.07 -0.69 0.32
H -1.15 0.74 -2.36 0.46
H 0.33 1.68 -2.01 0.45
H 2.45 0.47 -0.79 0.56
H 2.34 -1.29 -0.51 0.52
H 1.83 2.37 2.15 0.45
H 0.43 2.56 1.08 0.41
H 1.94 2.29 0.27 0.40
H 3.59 0.80 1.70 0.40
H 3.43 -1.07 1.75 0.37
H 2.82 0.14 3.04 0.43
H 0.82 0.36 -3.79 0.42
H 0.99 -1.50 -3.62 0.47
H 3.30 -2.49 -4.71 0.36
H 4.22 -1.12 -5.48 0.41
H 2.44 -1.21 -5.76 0.37
H 4.09 1.34 -5.06 0.36
H 3.87 2.22 -3.43 0.28
H 2.42 1.90 -4.58 0.32
H -0.88 -2.46 2.65 -0.40
```

Results
E_tot, a.u.: -9071.09249
Frontier orbital gap, eV: 8.096
LUMO energy, eV: -2.7
Relative energy (zero: lowest compared OMol25 entry of this formula, charge and spin), kcal/mol: 0.0
Charge: +1
F_max, hartree/bohr: 0.05007